DFT (ωB97M-V/def2-TZVPD) results for an isolated molecule of C9H15NO3.

Atoms and positions in Å:
C 2.99877 -0.09932 0.57362
C 1.84317 0.07808 1.55252
C 2.78324 0.81813 -0.62100
C 0.47405 -0.23363 0.86352
C 1.38413 0.64831 -1.22795
C 0.27045 0.86734 -0.20904
C -1.05713 0.83463 -0.99532
C -2.79335 -0.76404 -0.20149
C -3.44668 -2.05487 -0.03068
N -3.23961 0.41219 0.10162
O -2.12044 1.48291 -0.37265
O -4.07125 0.81137 0.86158
O -1.62483 -0.60977 -0.97481
H 3.86519 0.21389 1.11970
H 3.03396 -1.17377 0.26121
H 2.00668 -0.67979 2.32380
H 1.78873 1.09434 1.87611
H 3.07627 1.92513 -0.36659
H 3.65331 0.71160 -1.32848
H 0.62390 -1.26785 0.50280
H -0.29442 -0.09124 1.57933
H 1.24427 1.49365 -1.91349
H 1.19923 -0.21876 -1.89244
H 0.26914 1.71173 0.39841
H -0.89867 1.21894 -1.94091
H -2.78319 -2.79515 0.39599
H -3.80127 -2.49105 -0.96302
H -4.38364 -1.84299 0.62763

- HOMO-LUMO gap: 0.336 Ha
- Electronic energy: -17203.785 eV
- SMILES string: CC1=[N+]([O-])O[C@@H](C2CCCCC2)O1

Mulliken atomic charge list, values in e, 6 entries:
1 C -0.66
2 C -0.77
3 C -0.71
4 C -0.81
5 C -0.89
6 C 0.21

DFT (ωB97M-V/def2-TZVPD) results for a cluster of 2 separate species, C2H6N6 in total.

Atoms and positions in Å:
C -1.51625 0.69573 0.25196
C -0.55446 -0.31519 -0.03488
N -2.73815 0.21134 0.02703
N -1.22378 -1.41614 -0.23524
N -2.50127 -1.04109 -0.21354
N -1.36023 2.02648 0.55160
N 2.09857 -1.44579 0.19082
N 1.61937 -0.18551 0.02349
H -3.19363 -1.80561 -0.51714
H -2.09884 2.59819 0.32858
H -0.46721 2.46866 0.27937
H 1.83516 -2.07057 -0.61324
H 1.98786 -1.93807 0.99969
H 1.78448 0.15681 0.90706

- HOMO-LUMO gap: 0.314 Ha
- Electronic energy: -11106.824 eV

Mulliken atomic charge list, values in e, 6 entries:
1 C 0.37
2 C 0.16
3 N -0.71
4 N -0.50
5 N 0.28
6 N -0.49

DFT (ωB97M-V/def2-TZVPD) results for an isolated molecule of C5H7N.

Atoms and positions in Å:
C -2.11874 -0.01308 0.00879
C -0.65690 0.05408 0.02020
C 0.13043 1.16113 -0.00652
C 1.51283 0.69586 0.01962
C 1.47699 -0.62809 0.01707
H -2.46563 -0.99528 -0.38839
H -2.58830 0.80158 -0.64945
H -2.60606 0.13623 1.06405
H -0.15910 2.23553 -0.11402
H 2.52482 1.11166 0.01896
H 2.27663 -1.42272 0.00206
H -0.18262 -1.99373 0.06566
N 0.16181 -1.07039 -0.05054

- HOMO-LUMO gap: 0.338 Ha
- Electronic energy: -6787.968 eV
- SMILES string: Cc1ccc[nH]1

Mulliken atomic charge list, values in e, 6 entries:
1 C -1.05
2 C 0.38
3 C -0.55
4 C -0.36
5 C -0.29
6 H 0.30

DFT (ωB97M-V/def2-TZVPD) results for a structure of composition C40H27F15GeIrN3PS.

Atoms and positions in Å:
Ir 1.22649 -1.76499 0.29840
N 3.22513 -2.47903 0.28139
C 3.39746 -3.83477 -0.30241
C 2.10935 -4.59020 -0.07809
N 0.98121 -3.77640 -0.55812
C 0.84175 -3.75776 -2.03325
C 1.53021 -2.56271 -2.67587
N 1.16110 -1.36184 -1.90837
H 3.82752 -1.79452 -0.16910
H 3.51755 -2.50936 1.25669
H 4.23135 -4.35518 0.16770
H 3.63205 -3.74296 -1.35947
H 1.95704 -4.73112 0.98837
H 2.13587 -5.57522 -0.55031
H 0.12414 -4.15401 -0.16943
H -0.21711 -3.69643 -2.23508
H 1.20332 -4.69691 -2.45806
H 1.23344 -2.49503 -3.72370
H 2.61319 -2.66260 -2.65442
H 0.16173 -1.19434 -2.02212
H 1.62631 -0.51962 -2.23132
C -0.30385 3.86499 4.06552
C 0.91286 4.02468 3.42137
C 1.40494 3.01825 2.59930
C 0.67499 1.84546 2.44910
C -0.55537 1.68631 3.08473
C -1.03608 2.69469 3.89984
P 1.33415 0.46708 1.47165
C 2.91533 1.03022 0.75649
C 2.87732 1.77506 -0.42218
C 4.05303 2.11120 -1.07840
C 5.27798 1.69940 -0.56936
C 5.32299 0.96397 0.60825
C 4.14849 0.63429 1.27373
C 1.60269 -0.67356 2.84174
C 1.81602 -0.43591 4.19684
C 2.05103 -1.51815 5.02656
C 2.06266 -2.80449 4.49098
C 1.80613 -3.02643 3.14304
C 1.52304 -1.95268 2.29074
H -0.68874 4.65691 4.69471
H 1.48217 4.93561 3.55090
H 2.35284 3.14821 2.09373
H -1.12859 0.77807 2.93888
H -1.98613 2.57303 4.40372
H 1.92233 2.08892 -0.83756
H 4.01247 2.69778 -1.98810
H 6.19455 1.96201 -1.08086
H 6.27759 0.66449 1.02256
H 4.18766 0.07707 2.20362
H 1.81171 0.57400 4.58946
H 2.23690 -1.36919 6.08186
H 2.25311 -3.64832 5.14273
H 1.78249 -4.05048 2.79077
F -4.58545 1.42288 -2.62711
C -4.13825 0.32127 -3.24809
C -3.09282 -0.40584 -2.69425
C -2.65869 -1.46457 -3.45287
F -1.61420 -2.20031 -3.02028
C -3.20899 -1.82611 -4.66636
F -2.72467 -2.86409 -5.34467
C -4.26612 -1.08963 -5.17115
F -4.81026 -1.41275 -6.33054
C -4.73444 -0.00113 -4.45425
F -5.73180 0.72990 -4.93278
Ge -2.31993 0.27328 -1.00129
S -1.15070 -1.00796 0.35743
C -3.93840 0.65267 0.03615
C -4.66376 -0.44348 0.47630
F -4.27381 -1.67668 0.12595
C -5.79759 -0.33035 1.25827
F -6.46134 -1.41003 1.65509
C -6.23730 0.92995 1.62444
F -7.31798 1.06476 2.37414
C -5.55323 2.05098 1.18571
F -5.98724 3.26291 1.51459
C -4.43283 1.89766 0.38978
F -3.87331 3.01471 -0.08436
C -1.32693 1.89098 -1.53198
C -1.05679 2.86089 -0.58102
F -1.45987 2.66617 0.67226
C -0.39181 4.03770 -0.86678
F -0.15912 4.93990 0.07846
C 0.04001 4.26415 -2.16407
F 0.68908 5.37593 -2.46265
C -0.19881 3.31628 -3.14397
F 0.23341 3.52012 -4.38322
C -0.87363 2.15286 -2.81409
F -1.04031 1.24949 -3.79260

- Net charge: +1
- HOMO-LUMO gap: 0.282 Ha
- Electronic energy: -166623.632 eV

Mulliken atomic charge list, values in e, 6 entries:
1 Ir 2.76
2 N -0.81
3 C -0.75
4 C -0.57
5 N -0.77
6 C -0.75